{"formula": "C36H86N2O8", "method": "wB97M-V/def2-TZVPD", "e_lumo_ev": 0.414, "multiplicity": 1, "homo_lumo_gap_ev": 7.8, "de_lowest_kcal_mol": 88.0, "total_energy_ev": -58081.5132, "smiles": "CC1(C)CCCC(C)(C)N1O.CC1(C)CCCC(C)(C)N1O.CC(C)O.CC(C)O.CC(C)O.CC(C)O.CC(C)O.CC(C)O", "elements": ["C", "C", "C", "O", "H", "H", "H", "H", "H", "H", "H", "H", "C", "C", "C", "O", "H", "H", "H", "H", "H", "H", "H", "H", "C", "C", "C", "O", "H", "H", "H", "H", "H", "H", "H", "H", "C", "C", "C", "O", "H", "H", "H", "H", "H", "H", "H", "H", "C", "C", "C", "O", "H", "H", "H", "H", "H", "H", "H", "H", "C", "C", "C", "O", "H", "H", "H", "H", "H", "H", "H", "H", "C", "C", "C", "C", "C", "C", "N", "O", "C", "C", "C", "H", "H", "H", "H", "H", "H", "H", "H", "H", "H", "H", "H", "H", "H", "H", "H", "H", "H", "H", "C", "C", "C", "C", "C", "C", "N", "O", "C", "C", "C", "H", "H", "H", "H", "H", "H", "H", "H", "H", "H", "H", "H", "H", "H", "H", "H", "H", "H", "H"], "coordinates": [[-1.47, -4.02, 1.92], [-0.35, -4.75, 2.61], [0.23, -5.81, 1.69], [0.71, -3.77, 2.81], [-2.38, -4.62, 1.84], [-1.21, -3.75, 0.89], [-1.73, -3.05, 2.36], [-0.63, -5.16, 3.58], [-0.50, -6.49, 1.26], [0.87, -6.52, 2.23], [0.81, -5.33, 0.90], [0.97, -3.82, 3.73], [0.24, -0.48, -0.41], [-0.60, 0.21, 0.67], [-2.06, 0.28, 0.29], [-0.67, -0.62, 1.82], [0.88, -1.28, -0.04], [0.89, 0.20, -0.95], [-0.47, -0.94, -1.09], [-0.18, 1.13, 1.06], [-2.67, 0.73, 1.07], [-2.53, -0.68, 0.05], [-2.16, 0.90, -0.60], [-0.84, -1.52, 1.53], [3.78, -2.40, -1.71], [4.89, -2.14, -2.75], [6.32, -2.01, -2.08], [4.99, -3.21, -3.71], [3.51, -1.47, -1.21], [4.11, -3.12, -0.96], [2.83, -2.81, -2.05], [4.58, -1.18, -3.17], [6.57, -2.99, -1.67], [6.32, -1.31, -1.25], [7.08, -1.85, -2.85], [5.01, -2.73, -4.54], [-2.92, -1.20, 4.94], [-2.86, 0.26, 4.91], [-3.87, 0.66, 3.80], [-3.09, 0.92, 6.08], [-2.71, -1.83, 4.07], [-3.93, -1.62, 4.99], [-2.41, -1.57, 5.83], [-1.91, 0.59, 4.50], [-4.91, 0.36, 3.91], [-3.76, 0.29, 2.78], [-3.85, 1.74, 3.61], [-4.04, 1.06, 6.13], [-4.97, 3.03, 0.63], [-5.64, 3.65, -0.58], [-6.87, 2.92, -1.11], [-6.12, 4.96, -0.13], [-4.24, 3.73, 1.02], [-4.38, 2.16, 0.32], [-5.60, 2.71, 1.46], [-4.97, 3.77, -1.43], [-7.83, 3.19, -0.65], [-6.77, 1.84, -1.01], [-7.16, 3.07, -2.15], [-5.97, 5.48, -0.93], [3.21, -0.59, 2.23], [2.65, -0.48, 3.64], [3.63, -0.13, 4.81], [1.66, 0.53, 3.62], [3.52, 0.39, 1.87], [2.56, -1.14, 1.55], [4.13, -1.16, 2.23], [2.16, -1.40, 3.97], [4.64, -0.46, 4.56], [3.17, -0.60, 5.68], [3.87, 0.91, 5.01], [0.92, 0.28, 3.07], [3.33, 4.01, 2.35], [2.10, 4.85, 2.72], [1.47, 5.34, 1.40], [0.09, 5.84, 1.56], [-0.85, 4.80, 2.21], [-0.31, 4.31, 3.59], [1.14, 3.97, 3.41], [1.68, 3.23, 4.45], [-0.49, 5.37, 4.67], [-1.15, 3.07, 3.94], [2.63, 6.08, 3.63], [3.88, 3.50, 3.13], [3.99, 4.62, 1.72], [3.09, 3.23, 1.62], [2.08, 6.13, 0.96], [1.48, 4.44, 0.78], [-0.29, 6.12, 0.58], [0.16, 6.72, 2.20], [-1.14, 4.02, 1.51], [-1.80, 5.31, 2.40], [-0.04, 6.32, 4.36], [-1.53, 5.68, 4.78], [-0.15, 4.95, 5.62], [-1.06, 2.26, 3.22], [-1.08, 2.88, 5.01], [-2.21, 3.34, 3.85], [2.90, 5.82, 4.65], [1.91, 6.89, 3.74], [3.39, 6.52, 2.98], [1.69, 2.38, 4.01], [2.42, -4.30, -7.31], [1.10, -3.42, -7.11], [-0.15, -4.15, -7.64], [-1.55, -3.56, -7.30], [-1.59, -3.53, -5.77], [-0.43, -2.75, -5.05], [0.89, -3.26, -5.62], [1.96, -2.54, -5.00], [-0.58, -1.25, -5.19], [-0.55, -3.20, -3.57], [1.27, -2.02, -7.89], [2.68, -4.41, -8.35], [2.15, -5.26, -6.86], [3.22, -3.84, -6.74], [-0.31, -4.26, -8.72], [-0.17, -5.15, -7.21], [-2.32, -4.14, -7.82], [-1.66, -2.53, -7.64], [-1.65, -4.56, -5.42], [-2.54, -3.07, -5.49], [-0.99, -0.91, -6.14], [-1.36, -0.98, -4.47], [0.28, -0.64, -4.95], [0.00, -2.59, -2.85], [-1.60, -3.04, -3.30], [-0.26, -4.21, -3.29], [0.36, -1.43, -7.81], [1.39, -2.37, -8.92], [2.08, -1.39, -7.53], [2.49, -3.20, -4.55]], "mulliken_charge": [-0.691, 0.534, -1.406, -0.436, 0.479, 0.148, -0.355, 0.448, 0.370, 0.356, 0.313, 0.238, -1.558, 1.360, -1.136, 0.221, 0.119, 0.430, 0.282, 0.057, -0.385, 0.343, 0.568, -0.392, -1.020, 0.488, -1.397, -0.557, 0.277, 0.388, 0.162, 0.253, 0.360, 0.355, 0.349, 0.362, -1.417, 1.933, -1.565, -0.556, 0.040, 0.393, 0.382, -0.619, 0.517, 0.252, 0.429, 0.394, -0.794, 0.427, -1.375, -0.569, 0.210, 0.065, 0.388, 0.352, 0.351, 0.297, 0.370, 0.315, -1.165, 1.327, -1.456, -0.307, 0.158, 0.130, 0.498, -0.351, 0.362, 0.423, 0.250, -0.133, -1.831, 0.915, -1.015, -0.967, -0.975, 1.191, 1.284, -0.542, -1.868, -1.339, -1.577, 0.375, 0.455, 0.298, 0.443, 0.354, 0.421, 0.352, 0.294, 0.445, 0.365, 0.379, 0.421, -0.296, 0.579, 0.373, 0.328, 0.372, 0.448, 0.441, -1.670, 1.294, -1.040, -0.709, -1.420, 1.933, 0.122, -0.399, -1.718, -1.805, -1.556, 0.377, 0.414, 0.304, 0.418, 0.311, 0.426, 0.312, 0.453, 0.484, 0.372, 0.476, 0.267, 0.071, 0.449, 0.420, 0.334, 0.464, 0.301, 0.310]}